Computed, not measured: the ion BrH2NO2P with charge -1 in a non-equilibrium geometry, with wB97M-V/def2-TZVPD.

The geometry in XYZ format:
```
7
Properties=species:S:1:pos:R:3:nbo_charge:R:1
N 0.322 -0.913 0.511 -1.258
P -0.279 0.330 -0.396 2.240
O -1.229 1.126 0.433 -1.160
O -0.471 -0.084 -1.803 -1.150
Br 1.547 1.744 -0.466 -0.491
H -0.032 -1.830 0.250 0.404
H 0.141 -0.373 1.472 0.414
```

SMILES string: N[P@](=O)([O-])Br
Net charge: -1
Kohn-Sham gap: 8.938 eV
E_HOMO: -5.1 eV
LUMO level: 3.8 eV

Computed, not measured: a structure of composition C20H31BNO2Ru in a non-equilibrium geometry, with wB97M-V/def2-TZVPD.

The geometry in XYZ format:
```
56
Properties=species:S:1:pos:R:3:mulliken_spin:R:1
O 5.441 -1.350 1.927 0.002
C 5.864 -2.551 2.668 0.000
C 5.419 -1.993 4.034 0.000
H 6.945 -2.700 2.569 0.000
H 5.312 -3.446 2.346 0.000
C 5.155 -0.692 3.199 0.000
H 6.184 -1.868 4.806 0.000
H 4.496 -2.445 4.413 0.000
C 6.193 0.375 3.538 0.000
H 7.189 0.039 3.220 0.000
H 6.236 0.525 4.629 0.000
H 5.947 1.331 3.057 0.000
C 3.720 -0.191 3.276 -0.003
H 3.006 -0.979 2.977 0.002
H 3.577 0.672 2.613 0.003
H 3.487 0.129 4.303 0.000
Ru 1.174 0.064 -1.019 3.032
C -0.819 -1.329 0.014 0.212
C -0.728 -2.123 -1.145 0.169
C 0.647 -2.349 -1.430 0.238
H -1.558 -2.528 -1.721 0.017
C 1.439 -1.897 -0.308 0.080
C 0.516 -1.169 0.565 0.100
H 0.807 -0.788 1.540 -0.005
H -1.731 -0.961 0.476 0.002
H 1.024 -2.911 -2.276 0.020
H 2.481 -2.130 -0.095 0.007
C -0.761 2.022 -0.952 0.064
C 0.017 1.526 0.255 -0.159
C 1.363 1.958 0.086 0.112
H -0.442 1.284 1.210 -0.018
C 1.554 2.220 -1.334 -0.037
C 0.331 1.816 -1.991 0.138
H 0.124 1.829 -3.059 -0.001
H -0.992 3.100 -0.835 0.001
H 2.101 2.102 0.856 0.031
H 2.434 2.617 -1.828 0.011
O 3.278 -0.114 -2.112 -0.038
C 4.398 0.608 -1.472 0.008
C 5.717 0.117 -2.064 0.000
H 4.302 0.423 -0.398 0.009
H 4.262 1.678 -1.699 -0.004
C 5.335 -0.555 -3.387 0.004
H 6.185 -0.581 -1.362 0.001
H 6.422 0.947 -2.206 0.001
C 3.812 -0.437 -3.478 -0.007
H 5.652 -1.606 -3.413 0.001
H 5.845 -0.047 -4.219 0.001
H 3.329 -1.347 -3.853 0.008
H 3.579 0.417 -4.129 0.002
B -4.406 0.104 -0.864 -0.002
C -3.079 0.785 -1.044 -0.001
N -2.067 1.379 -1.216 0.001
H -4.807 0.363 0.258 0.000
H -4.187 -1.086 -0.993 0.000
H -5.158 0.526 -1.728 0.000
```

2S+1: 5
Expectation value of S²: 6.05
Net charge: +1
Kohn-Sham gap (spin up / spin down): 6.204 / 6.623 eV
E_HOMO (spin up / spin down): -10.1 / -12.2 eV
LUMO level (spin up / spin down): -3.9 / -5.6 eV

Computed, not measured: a structure of composition C21H20ClN2O3PtSe2, with wB97M-V/def2-TZVPD.

The geometry in XYZ format:
```
50
Properties=species:S:1:pos:R:3:mulliken_spin:R:1
Pt 0.665 0.027 0.276 0.106
Cl -1.540 3.829 6.101 0.000
C -1.267 3.060 4.543 -0.020
C -2.133 3.330 3.479 0.041
C -1.916 2.724 2.268 -0.022
C -0.843 1.823 2.053 0.049
O -0.758 1.296 0.867 -0.011
C 0.033 1.572 3.138 -0.009
C 1.199 0.712 3.101 0.147
N 1.613 0.035 2.079 -0.011
C 2.760 -0.762 2.112 -0.006
C 3.633 -0.900 3.213 0.190
C 4.725 -1.746 3.117 -0.097
C 4.991 -2.471 1.961 0.231
C 4.141 -2.349 0.834 -0.080
C 4.318 -3.039 -0.375 0.257
C 3.416 -2.850 -1.418 -0.049
C 2.356 -1.984 -1.268 0.135
N 2.158 -1.288 -0.126 0.098
C 3.020 -1.469 0.924 0.008
C -0.214 2.206 4.371 0.027
H -2.961 4.012 3.617 0.003
H -2.568 2.918 1.426 -0.002
H 1.763 0.639 4.023 0.027
H 3.467 -0.346 4.126 0.058
H 5.390 -1.839 3.968 -0.002
H 5.848 -3.130 1.904 0.011
H 5.156 -3.720 -0.477 0.012
H 3.525 -3.377 -2.357 -0.002
H 1.634 -1.825 -2.054 0.063
H 0.455 2.010 5.202 0.000
O -3.151 -3.324 -3.169 0.001
C -3.351 -1.983 -2.674 0.043
C -2.914 -0.999 -3.751 -0.069
C -3.731 -1.224 -5.035 0.004
O -3.421 -2.403 -5.756 -0.005
C -1.433 -1.088 -4.001 0.723
Se -0.328 -0.075 -1.997 0.127
C -3.255 0.428 -3.284 0.044
Se -2.443 0.957 -1.599 -0.029
H -3.159 -3.933 -2.425 0.001
H -2.771 -1.820 -1.768 -0.008
H -4.412 -1.830 -2.450 0.001
H -3.543 -0.391 -5.714 -0.005
H -4.799 -1.204 -4.775 0.010
H -3.323 -3.107 -5.101 0.008
H -1.063 -0.448 -4.800 0.007
H -1.009 -2.086 -4.024 -0.008
H -4.330 0.541 -3.112 0.004
H -2.960 1.131 -4.063 0.002
```

2S+1: 3
Expectation value of S²: 2.06
Net charge: -1
Kohn-Sham gap (spin up / spin down): 4.978 / 6.663 eV
E_HOMO (spin up / spin down): -2.5 / -4.3 eV
LUMO level (spin up / spin down): 2.5 / 2.3 eV

Computed, not measured: a cluster of 2 separate species, C2H2Br2Si in total in a non-equilibrium geometry, with wB97M-V/def2-TZVPD.

The geometry in XYZ format:
```
7
Properties=species:S:1:pos:R:3:nbo_charge:R:1
C -1.580 0.559 -0.143 -0.232
C -1.691 -0.634 -0.106 -0.228
Si 2.068 0.035 1.106 0.780
Br 2.084 1.768 -0.301 -0.387
Br 2.321 -1.680 -0.309 -0.393
H -1.916 1.511 -0.448 0.231
H -1.285 -1.559 0.201 0.229
```

Net charge: 0
Kohn-Sham gap: 8.465 eV
E_HOMO: -9.5 eV
LUMO level: -1.0 eV

Computed, not measured: the ion C5H7IN3O2 with charge +1 in a non-equilibrium geometry, with wB97M-V/def2-TZVPD.

The geometry in XYZ format:
```
18
Properties=species:S:1:pos:R:3:nbo_charge:R:1
C 1.680 0.813 1.619 -0.458
N 0.734 0.316 0.712 -0.370
C 0.842 0.257 -0.551 0.409
C 1.819 0.847 -1.548 -0.734
N -0.311 -0.440 -1.166 -0.474
C -1.393 -0.549 -0.534 0.455
C -2.550 -0.784 -0.089 -0.201
I -4.115 0.523 -0.379 0.412
N -2.826 -1.829 1.079 0.561
O -3.261 -1.414 2.095 -0.261
O -2.634 -2.938 0.705 -0.289
H 2.387 1.436 1.053 0.191
H 2.146 -0.087 2.218 0.259
H 1.240 1.527 2.429 0.249
H 2.782 0.371 -1.677 0.275
H 2.147 1.953 -1.279 0.281
H 1.431 0.764 -2.555 0.236
H -0.118 -0.766 -2.132 0.459
```

SMILES string: C/N=C(\C)[NH+]=C=C(I)[N+](=O)[O-]
Net charge: +1
Kohn-Sham gap: 8.125 eV
E_HOMO: -14.0 eV
LUMO level: -5.9 eV

Computed, not measured: a structure of composition C21H47BClN3O7S in a non-equilibrium geometry, with wB97M-V/def2-TZVPD.

The geometry in XYZ format:
```
81
Properties=species:S:1:pos:R:3:mulliken_charge:R:1
N 0.248 -2.002 -0.697 -0.430
B -0.127 -1.560 0.619 0.595
O 0.809 -1.560 1.652 -0.760
C -1.619 -1.109 0.917 0.263
C -2.407 -1.902 1.696 -1.210
C -3.774 -1.605 1.977 -0.481
C -4.390 -0.502 1.488 -0.004
C -5.838 -0.188 1.733 -1.397
C -6.738 -0.542 0.539 -0.685
C -6.455 -1.867 -0.125 -0.421
Cl -6.744 -3.239 0.984 -0.214
C -3.609 0.362 0.674 1.280
N -4.033 1.490 0.091 -0.582
S -2.796 2.067 -0.729 0.239
N -1.663 0.984 -0.396 -0.041
C -2.238 0.064 0.398 0.120
H -0.497 -1.850 -1.368 0.192
H 0.467 -2.992 -0.738 0.210
H 0.896 -2.426 2.065 0.286
H -2.006 -2.815 2.117 0.349
H -4.357 -2.273 2.596 0.396
H -5.937 0.884 1.902 0.356
H -6.163 -0.692 2.641 0.512
H -7.773 -0.560 0.883 0.403
H -6.659 0.254 -0.204 0.353
H -5.435 -1.955 -0.491 0.248
H -7.121 -2.008 -0.972 0.404
C 0.675 2.945 2.671 -0.724
C -0.282 4.025 2.201 -0.246
O -0.101 4.333 0.820 -0.454
H 1.706 3.253 2.503 0.279
H 0.539 2.737 3.733 0.369
H 0.513 2.016 2.117 0.021
H -0.112 4.955 2.740 0.339
H -1.319 3.715 2.378 0.200
H -0.254 3.521 0.328 0.198
C -0.292 2.166 -4.374 -1.100
C 0.659 1.339 -3.528 -0.008
O 0.951 1.967 -2.285 -0.398
H 0.129 3.153 -4.562 0.277
H -0.490 1.681 -5.331 0.391
H -1.247 2.306 -3.859 0.232
H 1.615 1.211 -4.034 0.381
H 0.240 0.343 -3.345 0.099
H 0.130 2.050 -1.792 0.125
C 3.393 -0.005 -1.135 0.023
C 4.734 0.466 -1.654 -0.520
O 4.639 0.985 -2.983 -0.549
H 2.981 -0.776 -1.790 0.262
H 3.478 -0.405 -0.127 -0.117
H 2.678 0.818 -1.118 0.051
H 5.450 -0.353 -1.699 0.322
H 5.146 1.238 -0.994 0.286
H 4.018 1.720 -2.954 0.298
C 4.632 -3.301 2.931 -0.960
C 4.678 -1.787 3.022 -0.294
O 3.945 -1.172 1.968 -0.363
H 5.023 -3.642 1.977 0.214
H 5.215 -3.761 3.731 0.411
H 3.601 -3.660 3.008 0.238
H 5.702 -1.428 2.927 0.303
H 4.288 -1.447 3.989 0.266
H 3.026 -1.457 2.031 0.182
C 3.646 -6.473 -0.838 -0.890
C 5.030 -6.242 -0.262 -0.248
O 4.987 -5.918 1.126 -0.466
H 3.025 -5.588 -0.694 0.127
H 3.697 -6.694 -1.905 0.342
H 3.154 -7.312 -0.339 0.329
H 5.510 -5.396 -0.750 0.290
H 5.659 -7.124 -0.416 0.269
H 4.581 -6.655 1.591 0.265
C -1.731 6.233 -1.973 -0.768
C -3.093 6.476 -1.352 -0.230
O -3.933 5.324 -1.425 -0.497
H -1.840 5.932 -3.016 0.248
H -1.114 7.131 -1.929 0.362
H -1.203 5.437 -1.443 0.109
H -3.625 7.263 -1.884 0.303
H -2.984 6.787 -0.308 0.255
H -3.494 4.613 -0.949 0.186
```

Net charge: 0
Kohn-Sham gap: 8.237 eV
E_HOMO: -9.2 eV
LUMO level: -1.0 eV

Computed, not measured: the molecule C6H10N2O2S in a non-equilibrium geometry, with wB97M-V/def2-TZVPD.

The geometry in XYZ format:
```
21
Properties=species:S:1:pos:R:3:nbo_charge:R:1
O 2.896 -0.379 0.432 -0.901
S 1.519 -0.434 0.032 2.153
N 1.038 -1.829 -0.502 -0.830
C -0.453 -1.672 -0.710 -0.268
C -1.274 -1.634 0.622 -0.401
C -1.661 -0.168 0.957 -0.460
C -0.506 0.692 0.882 0.534
N -0.523 1.737 0.208 -0.423
C 0.795 2.230 -0.187 -0.272
C 1.284 1.090 -1.077 -0.638
O 0.620 0.091 1.301 -0.700
H -0.777 -2.421 -1.320 0.211
H -0.707 -0.841 -1.294 0.174
H -0.785 -2.199 1.370 0.223
H -2.238 -1.993 0.460 0.211
H -2.051 -0.126 1.888 0.226
H -2.453 0.118 0.228 0.228
H 1.418 2.263 0.688 0.205
H 0.863 3.186 -0.645 0.219
H 0.636 1.032 -2.014 0.252
H 2.359 1.258 -1.320 0.258
```

SMILES string: O=[S@]12=NCCCC(=NCC1)O2
Net charge: 0
Kohn-Sham gap: 10.295 eV
E_HOMO: -9.6 eV
LUMO level: 0.7 eV

Computed, not measured: a cluster of 2 separate species, C8H16NP in total in a non-equilibrium geometry, with wB97M-V/def2-TZVPD.

The geometry in XYZ format:
```
26
Properties=species:S:1:pos:R:3:mulliken_spin:R:1
C 0.198 -1.497 -1.041 -0.064
C -2.096 -1.316 2.809 0.003
C 1.672 1.470 -3.049 0.005
C 2.374 0.469 -0.813 -0.018
C -0.972 -1.026 1.937 -0.004
C -0.968 0.333 1.205 0.016
C -1.751 0.233 -0.205 -0.010
C 1.344 1.161 -1.576 0.777
N 0.919 -2.265 -0.624 0.164
P -0.769 -0.212 -1.743 0.954
H -2.087 -0.628 3.591 -0.001
H -3.099 -1.176 2.279 0.000
H -2.067 -2.327 3.334 0.000
H 1.613 0.583 -3.564 0.009
H 0.878 2.077 -3.431 -0.004
H 2.689 2.049 -3.203 0.036
H 2.860 -0.370 -1.180 0.018
H 2.180 0.228 0.186 0.009
H 3.270 1.097 -0.682 0.063
H -0.879 -1.947 1.438 0.000
H -0.058 -1.000 2.632 -0.001
H -1.460 1.076 1.885 0.004
H 0.122 0.527 1.134 -0.003
H -2.425 -0.505 0.070 0.020
H -2.277 1.126 -0.377 -0.005
H 0.789 1.839 -1.013 0.030
```

2S+1: 3
Expectation value of S²: 2.01
Net charge: 0
Kohn-Sham gap (spin up / spin down): 7.092 / 8.034 eV
E_HOMO (spin up / spin down): -6.2 / -10.2 eV
LUMO level (spin up / spin down): 0.9 / -2.2 eV

Computed, not measured: the ion C3H8NO with charge +1 in a non-equilibrium geometry, with wB97M-V/def2-TZVPD.

The geometry in XYZ format:
```
13
Properties=species:S:1:pos:R:3:nbo_charge:R:1
C 1.000 1.125 0.149 -0.715
C 0.185 -0.087 0.169 0.456
N 0.373 -1.156 0.877 -0.642
C -1.114 -0.157 -0.505 -0.138
O -1.657 -1.433 -0.647 -0.706
H 2.048 1.095 -0.020 0.292
H 0.815 1.575 1.122 0.277
H 0.685 1.879 -0.504 0.267
H 1.160 -1.356 1.580 0.455
H -0.361 -1.838 0.750 0.449
H -1.515 0.523 0.328 0.230
H -1.311 0.466 -1.433 0.244
H -2.680 -1.331 -0.894 0.531
```

SMILES string: CC(=[NH2+])CO
Net charge: +1
Kohn-Sham gap: 11.360 eV
E_HOMO: -15.8 eV
LUMO level: -4.4 eV

Computed, not measured: a structure of composition C17H20KN8O6S3 in a non-equilibrium geometry, with wB97M-V/def2-TZVPD.

The geometry in XYZ format:
```
55
Properties=species:S:1:pos:R:3:nbo_charge:R:1
K -0.484 1.094 0.036 0.925
O -2.677 -0.262 -0.257 -0.728
C -3.168 0.310 -1.257 0.724
O -3.981 1.287 -1.330 -0.752
C -2.583 -0.193 -2.574 0.158
C -3.166 -1.261 -3.277 -0.237
C -2.410 -1.857 -4.269 -0.178
C -1.203 -1.283 -4.673 -0.289
C -0.756 -0.145 -4.023 0.036
N -1.437 0.356 -3.003 -0.456
H -4.144 -1.653 -2.950 0.220
H -2.731 -2.799 -4.717 0.205
H -0.606 -1.727 -5.437 0.202
H 0.161 0.354 -4.265 0.174
N -4.504 2.100 1.276 -0.817
C -3.757 2.005 2.382 0.299
N -2.421 1.975 2.362 -0.527
C -1.949 1.781 3.666 0.124
C -2.884 1.921 4.664 -0.480
S -4.495 1.941 3.998 0.272
C -0.576 1.326 3.940 0.132
C -0.220 0.843 5.196 -0.471
S 1.369 0.181 5.162 0.311
C 1.494 0.758 3.499 0.305
N 0.373 1.169 2.931 -0.526
N 2.677 0.722 2.889 -0.815
H -4.060 1.781 0.364 0.458
H -5.507 1.934 1.345 0.382
H -2.734 1.954 5.763 0.227
H -0.839 0.794 6.070 0.224
H 3.372 0.091 3.292 0.393
H 2.641 0.949 1.897 0.443
C 0.451 -4.130 0.954 -0.891
S 0.866 -2.378 1.247 2.386
O 0.439 -1.702 0.026 -1.029
O 2.368 -2.296 1.400 -1.030
O 0.167 -2.068 2.477 -0.982
H 1.321 -4.630 0.481 0.220
H -0.433 -4.085 0.278 0.241
H 0.149 -4.537 1.917 0.233
C 3.647 -0.099 -3.295 -0.395
N 3.303 0.692 -2.137 -0.428
C 2.786 2.025 -2.253 -0.323
C 2.098 2.198 -0.887 0.642
O 1.328 3.104 -0.595 -0.626
N 2.436 1.142 -0.081 -0.678
C 3.070 0.236 -0.870 0.662
N 3.515 -0.938 -0.406 -0.805
H 4.070 -1.058 -2.987 0.206
H 4.402 0.454 -3.911 0.198
H 2.727 -0.231 -3.910 0.197
H 2.082 2.168 -3.083 0.218
H 3.621 2.735 -2.350 0.210
H 2.923 -1.463 0.380 0.467
H 3.872 -1.588 -1.096 0.367
```

Net charge: -1
Kohn-Sham gap: 6.459 eV
E_HOMO: -4.3 eV
LUMO level: 2.2 eV

Computed, not measured: a cluster of 2 separate species, C4H12IN3 in total in a non-equilibrium geometry, with wB97M-V/def2-TZVPD.

The geometry in XYZ format:
```
20
Properties=species:S:1:pos:R:3:nbo_charge:R:1
C -1.060 0.930 -2.687 -0.605
C -0.441 -0.816 1.970 -0.482
C -0.310 0.206 -1.593 -0.394
C -0.844 0.282 -0.140 -0.279
N 2.545 -0.879 1.320 -0.623
N -0.218 -0.756 0.617 -0.258
N 1.771 0.003 0.632 -0.348
I 1.696 1.960 1.290 0.253
H -0.470 0.828 -3.536 0.219
H -2.184 0.575 -2.719 0.193
H -1.136 1.926 -2.279 0.203
H 0.019 -1.611 2.570 0.200
H -0.314 0.171 2.427 0.186
H -1.540 -0.949 2.155 0.224
H 0.652 0.800 -1.451 0.207
H -0.009 -0.881 -1.771 0.216
H -0.786 1.302 0.258 0.193
H -1.871 -0.138 -0.051 0.205
H 2.508 -1.801 0.808 0.370
H 1.992 -1.151 2.180 0.323
```

Net charge: 0
Kohn-Sham gap (spin up / spin down): 8.222 / 7.985 eV
E_HOMO (spin up / spin down): -8.5 / -8.4 eV
LUMO level (spin up / spin down): -0.2 / -0.4 eV

Computed, not measured: a cluster of 4 separate species, C9H17FN2O9S in total in a non-equilibrium geometry, with wB97M-V/def2-TZVPD.

The geometry in XYZ format:
```
39
Properties=species:S:1:pos:R:3:nbo_charge:R:1
O -4.758 -4.625 1.338 -0.578
C -4.060 -3.687 1.759 0.966
O -3.297 -3.005 0.924 -0.464
C -2.425 -2.128 1.691 -0.141
C -2.996 -2.114 3.070 0.434
F -3.961 -1.208 3.189 -0.330
O -3.771 -3.316 3.045 -0.497
H -1.400 -2.497 1.737 0.193
H -2.493 -1.106 1.319 0.238
H -2.326 -2.035 3.926 0.179
C -0.834 4.029 -5.535 -0.478
N -0.125 4.970 -4.609 0.515
O -0.637 6.099 -4.490 -0.366
O 0.928 4.639 -4.032 -0.392
H -1.848 3.922 -5.151 0.252
H -0.236 3.120 -5.473 0.229
H -0.613 4.438 -6.521 0.243
C 0.322 2.149 -1.623 -0.503
N -0.942 1.368 -1.660 0.529
O -1.585 1.349 -2.686 -0.361
O -1.291 0.725 -0.652 -0.407
H 0.623 2.695 -2.517 0.252
H 1.145 1.581 -1.189 0.237
H 0.093 2.851 -0.822 0.251
O 1.307 1.261 1.858 -0.924
S 2.415 0.316 1.853 2.092
O 3.797 0.763 2.022 -0.931
C 2.132 -1.117 3.032 -0.641
C 2.328 -2.410 2.206 -0.413
C 2.958 -2.068 0.841 -0.423
C 2.339 -0.814 0.371 -0.633
H 1.067 -1.090 3.262 0.229
H 2.721 -0.967 3.937 0.255
H 3.182 -2.945 2.621 0.227
H 1.461 -3.070 2.176 0.215
H 2.670 -2.877 0.169 0.231
H 4.040 -2.061 0.970 0.231
H 1.279 -0.846 0.116 0.239
H 2.790 -0.290 -0.471 0.245
```

SMILES string: O=C1OC[C@@H](F)O1.C[N+](=O)[O-].C[N+](=O)[O-].O=S1(=O)CCCC1
Net charge: 0
Kohn-Sham gap: 10.394 eV
E_HOMO: -10.7 eV
LUMO level: -0.3 eV

no.,DFT total energy (hartree)
1,-3121.9846
2,-1105.1175
3,-6529.8882
4,-5514.8915
5,-806.6727
6,-2402.5674
7,-892.6820
8,-710.3193
9,-248.8142
10,-3344.0399
11,-621.3669
12,-1637.6165